Here is one molecule with the formula C7H13NOS3 from the OMol25 dataset. Energies are from wB97M-V/def2-TZVPD.

The geometry in ORCA input format:
```
! wB97M-V def2-TZVPD RIJCOSX def2/J DEFGRID3
* xyz 0 1
H 0.666 -1.855 0.059
H 1.664 -1.661 -1.353
H 1.526 2.085 -1.142
N 0.892 0.163 -0.550
H -3.883 -1.533 0.748
H 2.425 -1.052 1.494
H 3.920 1.513 -0.761
H 3.115 -2.226 0.390
H -3.967 0.382 2.433
S -1.409 -0.958 -1.059
C -3.973 -0.493 0.365
H -3.531 1.490 1.140
O 3.694 -0.332 0.035
S -3.307 -0.287 -1.348
C -3.423 0.469 1.457
H 3.240 0.416 -1.916
H -5.042 -0.279 0.171
H -2.318 0.298 1.690
C 1.443 -1.190 -0.392
C 1.848 1.271 -0.453
C -0.423 0.470 -0.656
C 3.215 0.702 -0.825
C 2.747 -1.243 0.479
S -0.897 2.103 -0.535
H 1.779 1.745 0.529
*
```

## Properties
SMILES	CCSSC(=S)N1CCOCC1
E_LUMO	0.5	eV
ΔE to the lowest compared entry with this formula, charge and spin	0.0	kJ/mol

Charges obtained by Mulliken population analysis, quoted in units of e: 0.533, 0.279, 0.563, 0.099, 0.316, 0.327, 0.386, 0.385, 0.341, -0.129, -0.428, 0.290, -0.368, -0.045, -0.901, 0.267, 0.303, 0.218, -0.759, -0.837, 0.327, -0.664, -0.588, -0.296, 0.381